(1)
58
Properties=species:S:1:pos:R:3:lowdin_charge:R:1 method="wB97M-V/def2-TZVPD" energy_ev=-49802.0386 relative_energy_kcal_mol=115.6 molar_mass_g_mol=449.5 homo_energy_ev=-8.753 multiplicity=1 smiles="COc1ccc([N+](=O)[O-])cc1N(C[C@@H](O)CN1CCCCC1)S(=O)(=O)c1ccccc1"
C -3.2472 -2.7212 -0.5836 -0.0396
H -3.2117 -3.6237 0.0340 0.1019
O -2.3705 -1.7290 -0.0918 -0.1401
C -1.0346 -1.9493 -0.1497 -0.2013
C -0.4717 -3.1957 -0.3944 0.0133
C 0.8904 -3.3846 -0.2701 0.0133
C 1.6815 -2.3149 0.1161 -0.1529
C 1.1582 -1.0333 0.2757 0.0909
C -0.2056 -0.8306 0.1143 -0.1562
N -0.8089 0.4174 0.2403 -0.1443
S -2.0744 0.8215 -0.8153 0.7508
O -1.9821 0.0478 -2.0152 -0.2375
O -2.0482 2.2526 -0.9707 -0.2658
C -3.6040 0.5137 0.0684 -0.2805
C -3.6431 0.5480 1.4472 -0.0506
C -4.8625 0.4070 2.0901 -0.0602
C -6.0232 0.2454 1.3500 -0.0750
C -5.9714 0.2216 -0.0346 -0.0683
C -4.7531 0.3591 -0.6816 -0.0688
H -4.6751 0.3453 -1.7572 0.1228
H -6.8766 0.0992 -0.6097 0.1086
H -6.9717 0.1396 1.8545 0.1054
H -4.9071 0.4266 3.1684 0.1081
H -2.7298 0.6678 2.0073 0.1135
C -0.0952 1.5178 0.8638 -0.1124
H 0.5206 1.1027 1.6632 0.1351
H -0.8445 2.1807 1.3049 0.1312
C 0.7647 2.3709 -0.1063 -0.3506
O 0.1615 3.6096 -0.3698 -0.0371
H -0.7264 3.4323 -0.7255 0.0541
C 2.1478 2.7006 0.4739 -0.1500
N 3.1441 1.6600 0.2789 -0.1720
C 4.2642 1.8719 1.1906 -0.1949
C 5.3158 0.7791 1.0449 -0.1818
C 5.8356 0.7304 -0.3859 -0.1983
C 4.6495 0.5479 -1.3240 -0.1756
C 3.6289 1.6568 -1.0968 -0.1904
H 2.7794 1.5123 -1.7674 0.1149
H 4.0912 2.6301 -1.3442 0.1301
H 4.9731 0.5680 -2.3663 0.1125
H 4.1823 -0.4179 -1.1321 0.0990
H 6.5433 -0.0913 -0.5040 0.1103
H 6.3531 1.6630 -0.6267 0.1111
H 6.1304 0.9727 1.7447 0.1124
H 4.8644 -0.1796 1.2972 0.0789
H 3.8740 1.8650 2.2119 0.1200
H 4.7309 2.8573 1.0090 0.1276
H 2.0334 2.8842 1.5450 0.1273
H 2.4617 3.6512 0.0114 0.1329
H 0.8726 1.7974 -1.0404 0.1412
H 1.8350 -0.2149 0.4889 0.1049
N 3.0621 -2.5655 0.4020 -0.3566
O 3.6048 -1.8483 1.2180 0.0687
O 3.5982 -3.5011 -0.1565 0.0848
H 1.3388 -4.3530 -0.4258 0.1229
H -1.0965 -4.0359 -0.6467 0.1103
H -3.0175 -2.9661 -1.6230 0.1116
H -4.2424 -2.2831 -0.5248 0.0905


(2)
61
Properties=species:S:1:pos:R:3:lowdin_charge:R:1 method="wB97M-V/def2-TZVPD" energy_ev=-309121.2841 total_charge=-1 relative_energy_kcal_mol=38.7 molar_mass_g_mol=922.1 homo_energy_ev=-3.036 multiplicity=1
Y -0.8931 0.3994 -1.0999 0.9975
O -1.5648 -4.5446 4.2219 -0.0578
C -2.7190 -3.8744 3.7439 -0.2011
C -2.3505 -2.9925 2.5852 -0.1665
C -3.2736 -2.0902 2.0796 0.0232
C -2.9112 -1.2942 1.0098 -0.0957
N -1.7058 -1.3574 0.4310 0.0083
C -0.8298 -2.2629 0.8889 -0.2081
C -1.1067 -3.0767 1.9748 0.0539
C 0.4686 -2.3127 0.1741 -0.1956
C 1.5442 -3.0469 0.6558 0.0523
C 2.7375 -3.0677 -0.0424 -0.1716
C 3.9348 -3.8115 0.4770 -0.2032
O 3.5030 -4.8522 1.3329 -0.0480
C 2.8180 -2.3441 -1.2229 -0.0033
C 1.7177 -1.6201 -1.6254 -0.1022
N 0.5565 -1.5943 -0.9616 0.0139
H -1.8140 -5.0870 4.9744 0.0906
H -3.1740 -3.2581 4.5253 0.1309
H -3.4745 -4.5910 3.4030 0.1350
H -4.2637 -1.9912 2.5043 0.1313
H -3.5950 -0.5666 0.5790 0.0373
H -0.3885 -3.7894 2.3475 0.1101
H 1.4682 -3.6028 1.5764 0.1174
H 4.5697 -3.0990 1.0174 0.1358
H 4.5122 -4.1984 -0.3685 0.1262
H 4.2732 -5.2850 1.7110 0.0936
H 3.7229 -2.3344 -1.8156 0.1211
H 1.7521 -1.0356 -2.5390 0.1208
C -0.9609 2.0261 -4.6601 -0.0378
C -0.3886 2.8415 -3.5432 -0.3364
C -0.2880 4.2120 -3.6053 -0.0352
C 0.1638 4.9012 -2.4777 -0.0562
C 0.4760 4.2254 -1.3254 -0.0222
C 0.3509 2.8238 -1.3127 -0.4755
N -0.0028 2.1627 -2.4416 -0.0064
N 0.4747 2.0065 -0.2213 -0.1860
Si 1.5591 2.1922 1.0862 0.3473
C 1.3900 0.6193 2.1016 -0.1686
C 3.3241 2.3147 0.4651 -0.1764
C 1.2441 3.6501 2.2134 -0.1800
H -0.1826 1.4380 -5.1545 0.0778
H -1.4446 2.6593 -5.4001 0.0815
H -1.7280 1.3522 -4.2676 0.0281
H -0.6147 4.7389 -4.4896 0.1087
H 0.2250 5.9828 -2.4987 0.1070
H 0.7498 4.7457 -0.4191 0.0887
H 1.9071 -0.2163 1.6195 0.0122
H 0.3379 0.3421 2.2236 0.0236
H 1.8128 0.7408 3.1018 0.0291
H 3.5505 1.4870 -0.2121 0.0176
H 4.0408 2.2872 1.2907 0.0250
H 3.4783 3.2459 -0.0857 0.0257
H 0.2043 3.6609 2.5475 0.0365
H 1.4443 4.6006 1.7152 0.0153
H 1.8863 3.5985 3.0969 0.0255
Se -6.7888 0.0890 -1.0905 -0.3536
Sb -5.5701 1.6447 -2.5006 -0.4130
Se -3.1411 1.3225 -1.3296 -0.0118
Se -6.0249 3.9926 -2.2354 -0.3143
Se -4.9992 0.8936 -4.7288 -0.3226


(3)
67
Properties=species:S:1:pos:R:3:lowdin_charge:R:1 method="wB97M-V/def2-TZVPD" s2=0.7604 energy_ev=-72891.9669 relative_energy_kcal_mol=197.9 molar_mass_g_mol=773.6 homo_energy_ev="-7.597 / -7.705" multiplicity=2
Re 0.3028 0.5859 0.3467 1.7707
C 1.3658 3.5558 -2.4022 -0.0657
O 1.7185 2.8279 -3.5604 -0.0539
C 1.7552 1.4821 -3.5722 -0.2175
C 1.9662 0.9036 -4.8124 0.0003
C 2.0833 -0.4718 -4.9644 -0.0770
C 2.0062 -1.2958 -3.8663 -0.0717
C 1.7847 -0.7695 -2.5888 -0.1494
C 1.9045 -1.6280 -1.4509 -0.0620
N 1.6441 -1.2636 -0.2450 -0.0895
N 2.0536 -1.9400 0.8246 0.0927
C 2.0042 -1.2192 1.9239 -0.4206
O 1.6398 0.0092 1.9171 -0.1266
C 2.3656 -1.8137 3.2206 -0.1440
C 2.4647 -0.9708 4.3278 -0.0244
C 2.7057 -1.4971 5.5809 -0.0800
C 2.8367 -2.8684 5.7396 -0.0862
C 2.7513 -3.7097 4.6409 -0.0778
C 2.5178 -3.1897 3.3806 -0.0206
C 1.6054 0.6465 -2.4116 -0.2619
O 1.3774 1.1590 -1.2605 -0.2029
H 1.3393 4.5984 -2.7200 0.0970
H 2.0996 3.4404 -1.6014 0.0952
H 0.3813 3.2634 -2.0287 0.0680
H 2.0507 1.5643 -5.6619 0.1222
H 2.2490 -0.8875 -5.9461 0.1027
H 2.1340 -2.3631 -3.9771 0.1092
H 2.3477 -2.6130 -1.6163 0.1385
H 2.3459 0.0936 4.1850 0.1130
H 2.7802 -0.8432 6.4380 0.1022
H 3.0076 -3.2825 6.7215 0.1006
H 2.8550 -4.7775 4.7706 0.1030
H 2.4354 -3.8287 2.5155 0.1088
N -2.7537 -0.3436 -4.1468 0.0946
C -2.9403 -0.1451 -2.6917 -0.5891
C -4.3875 -0.1977 -2.2805 -0.1194
P -2.0333 -1.5798 -1.8813 0.3758
O -1.0742 -1.9527 -3.1725 -0.1591
O -2.9971 -2.6629 -1.6253 -0.2786
O -1.1175 -1.2127 -0.7387 -0.3695
P -2.2005 1.6318 -2.5523 0.8751
O -2.4390 1.7450 -0.0280 -0.1010
O -1.0903 1.4207 -3.5513 -0.4247
O -1.4099 1.4786 -0.9743 -0.5157
H -2.5823 -1.3274 -4.3665 0.1356
H -1.8260 0.2696 -4.2399 0.0971
H -3.5137 0.0465 -4.7094 0.1590
H -4.8071 -1.1816 -2.4827 0.0769
H -4.9739 0.5742 -2.7794 0.0752
H -4.4439 -0.0390 -1.2066 0.0838
H -0.4760 -2.6347 -2.8777 0.0660
H -2.5094 2.7137 -0.0277 0.1035
C -2.0824 0.4218 3.9648 0.0207
C -1.2451 0.7946 2.7885 -0.2497
N -1.0122 -0.0168 1.7914 -0.1752
O -1.5855 -1.2586 1.8170 -0.0123
C -0.6244 2.0698 2.6391 -0.2749
C -0.7306 3.1890 3.6234 -0.0081
N 0.0389 2.2111 1.5057 -0.2954
O 0.6152 3.2527 1.1293 -0.0769
H -2.6925 -0.4423 3.7103 0.0848
H -2.7157 1.2536 4.2655 0.0897
H -1.4369 0.1557 4.8034 0.1023
H -1.5758 -1.5450 0.8614 0.0659
H -0.5649 2.8230 4.6336 0.0837
H -1.7138 3.6574 3.5759 0.0885
H 0.0240 3.9335 3.3747 0.0787


(4)
60
Properties=species:S:1:pos:R:3:lowdin_charge:R:1 method="wB97M-V/def2-TZVPD" s2=2.0211 energy_ev=-139956.2389 total_charge=+2 relative_energy_kcal_mol=33.3 molar_mass_g_mol=672.2 homo_energy_ev="-12.655 / -14.101" multiplicity=3
Ti 0.6009 0.8423 -0.3875 0.3946
Se -6.7326 2.4234 -0.1968 1.2476
N -5.4778 2.6609 -1.3898 -0.2289
C -4.3263 2.2131 -0.9230 -0.3210
C -3.0809 2.2391 -1.6387 -0.0609
C -2.9391 2.7410 -2.9354 0.0544
C -1.6762 2.7434 -3.5076 0.0030
C -0.5988 2.2394 -2.7943 -0.0820
N -0.7092 1.7176 -1.5637 -0.0494
C -1.9448 1.7104 -0.9859 -0.1292
C -2.0370 1.1003 0.3058 -0.1310
N -0.9004 0.5160 0.7835 -0.0671
C -0.9671 -0.1130 1.9649 -0.0927
C -2.1193 -0.1436 2.7365 0.0035
C -3.2748 0.4725 2.2808 0.0537
C -3.2494 1.0869 1.0276 -0.0648
C -4.4022 1.6675 0.4000 -0.3227
N -5.6088 1.7046 0.9341 -0.2278
H -3.8070 3.1009 -3.4648 0.1336
H -1.5271 3.1404 -4.4990 0.1259
H 0.3929 2.2505 -3.2369 0.1145
H -0.0603 -0.6157 2.2927 0.0909
H -2.1124 -0.6593 3.6818 0.1250
H -4.1903 0.4759 2.8478 0.1322
C 2.7855 4.8354 2.5223 0.0168
C 3.0527 3.3955 2.3905 -0.3032
N 4.0424 2.7548 2.9072 0.1498
N 3.9392 1.4719 2.5231 0.0725
C 2.8709 1.2730 1.7361 -0.6681
S 2.3380 -0.1424 1.0319 0.7491
N 2.2828 2.5154 1.6324 -0.0600
N 1.1201 2.7610 0.8940 0.0902
H 3.5216 5.2548 3.2026 0.1051
H 1.7897 5.0323 2.9142 0.0946
H 2.8819 5.3389 1.5609 0.0967
H 4.6268 0.7901 2.8174 0.1830
H 1.2408 3.6200 0.3360 0.1458
H 0.3229 2.9139 1.5304 0.1437
C 4.0103 -2.3402 -1.6172 -0.1830
C 2.5873 -2.7938 -1.3489 -0.4056
Sb 1.0583 -1.3711 -2.0410 1.4248
C 0.5527 -2.2487 -3.9940 -0.3964
C 1.7795 -2.6402 -4.7949 -0.1713
C 2.3705 0.1248 -2.9583 -0.4073
C 2.7478 1.2513 -2.0133 -0.2154
H 4.6983 -3.0996 -1.2529 0.0839
H 4.2458 -1.4087 -1.1014 0.0460
H 4.2033 -2.2165 -2.6810 0.0635
H 2.4297 -2.9440 -0.2779 0.0338
H 2.3747 -3.7253 -1.8742 0.0525
H -0.0397 -1.4935 -4.5109 0.0479
H -0.0739 -3.1168 -3.8026 0.0511
H 2.4798 -1.8155 -4.9157 0.0582
H 1.4673 -2.9456 -5.7912 0.0834
H 2.2949 -3.4819 -4.3403 0.0692
H 1.8129 0.5046 -3.8170 0.0555
H 3.2751 -0.3572 -3.3237 0.0508
H 1.8460 1.6602 -1.4887 -0.0155
H 3.2194 2.0666 -2.5700 0.1034
H 3.4673 0.8948 -1.2685 0.0529